Entry from the Open Molecules 2025 dataset: a 2-piece molecular cluster, C3H12N2S overall at a distorted geometry (wB97M-V/def2-TZVPD).

Last columns: bonded neighbours and bond lengths (Å).
Positions of all 18 atoms, in Å:
1 C 2.109 1.416 1.034  C2 1.507, H4 1.070, H5 1.063, H6 1.045
2 C 1.807 -0.014 0.667  C1 1.507, S3 1.896, H7 1.088, H8 1.070
3 S 2.452 -0.916 2.205  C2 1.896, H9 1.365
4 H 2.027 1.606 2.083  C1 1.070
5 H 1.414 2.080 0.581  C1 1.063
6 H 3.076 1.655 0.714  C1 1.045
7 H 0.735 -0.196 0.659  C2 1.088
8 H 2.314 -0.339 -0.218  C2 1.070
9 H 2.194 -2.181 1.760  S3 1.365
10 N -1.690 0.614 -0.309  C11 1.480, H13 0.964, H14 1.041
11 C -1.479 -0.672 -1.010  N10 1.480, N12 1.571, H15 1.074, H16 1.076
12 N -2.620 -1.068 -2.015  C11 1.571, H17 1.026, H18 1.042
13 H -2.511 0.534 0.191  N10 0.964
14 H -1.580 1.427 -0.951  N10 1.041
15 H -0.555 -0.636 -1.556  C11 1.074
16 H -1.407 -1.357 -0.183  C11 1.076
17 H -3.151 -1.784 -1.508  N12 1.026
18 H -3.134 -0.171 -2.144  N12 1.042

Its SMILES is CCS.NCN. The value obtained for the energy above the lowest of the compared OMol25 structures with the same formula, charge and spin is 71.5 kJ/mol.